116
Properties=species:S:1:pos:R:3:mulliken_spin:R:1 method="wB97M-V/def2-TZVPD" spin_multiplicity=4 e_homo_ev="-13.67 / -13.07" s_squared=3.9593 molar_mass_g_mol=780.1 total_charge=+2 lumo_ev="-5.63 / -4.92"
Cr -0.49202 -0.09150 0.25804 3.50
C 2.47599 2.39809 -0.16731 -0.03
Si 1.90923 0.54616 0.15764 -0.27
C 2.57094 -0.20676 -1.47157 -0.04
C 3.91460 -0.18738 -1.80328 0.00
C 4.41486 -0.24148 -3.13897 0.00
C 3.46986 -0.08497 -4.17943 0.00
C 2.09406 -0.06426 -3.84528 -0.01
C 1.64032 -0.19159 -2.58013 -0.03
P -0.07268 -0.81548 -2.08788 0.06
C -1.34740 -0.10019 -3.26236 -0.06
C -1.43035 -0.58401 -4.73699 0.00
C -2.59468 0.07321 -5.53640 0.00
C -3.94666 -0.05740 -4.79945 0.00
C -3.80985 0.56862 -3.43479 0.01
C -2.74603 -0.10798 -2.58107 0.09
C 0.14857 -2.60408 -2.35073 -0.01
C -1.13249 -3.39730 -2.54061 0.02
C -0.89629 -4.91969 -2.77075 0.00
C -0.01322 -5.12268 -3.95488 0.00
C 1.34062 -4.38280 -3.74904 0.00
C 1.03511 -2.90091 -3.60407 0.00
C 2.64110 -0.13501 1.72800 -0.10
C 3.94148 -0.52845 1.95861 0.01
C 4.25345 -1.19607 3.15474 0.00
C 3.26839 -1.30365 4.16844 0.00
C 2.03621 -0.72098 3.98044 0.01
C 1.66166 -0.13147 2.80087 -0.02
P 0.08783 0.76693 2.46466 0.01
C -1.30157 0.34282 3.61913 -0.09
C -2.08120 -0.89734 3.08288 0.07
C -3.24894 -1.27335 4.04580 0.01
C -2.61821 -1.77818 5.36020 0.00
C -1.24687 -1.13427 5.70663 0.00
C -1.08682 0.25111 5.12488 0.00
C 0.48716 2.48952 3.07986 -0.02
C 1.99885 2.78781 3.25202 0.00
C 2.38409 4.24460 3.46361 0.00
C 1.18058 5.03988 4.01051 0.00
C -0.07920 5.00453 3.12974 0.00
C -0.21276 3.64512 2.37534 0.00
H 3.52810 2.39528 0.12099 0.00
H 1.91206 3.09886 0.49491 0.02
H 2.31167 2.60339 -1.21683 0.00
H 4.61635 -0.10935 -0.93628 0.00
H 5.47610 -0.33502 -3.26710 0.00
H 3.66556 0.00760 -5.26178 0.00
H 1.36171 0.02081 -4.65231 0.00
H -1.09708 0.96222 -3.26229 0.00
H -1.56091 -1.64146 -4.70196 0.00
H -0.53374 -0.38552 -5.36236 0.00
H -2.63276 -0.43117 -6.45979 0.00
H -2.39934 1.07601 -5.74049 0.00
H -4.27449 -1.11773 -4.68424 0.00
H -4.78783 0.38991 -5.34331 0.00
H -4.78195 0.59042 -2.93857 0.00
H -3.47372 1.57939 -3.55813 0.00
H -3.03522 -1.17535 -2.40422 0.00
H -2.81798 0.33248 -1.62126 -0.01
H 0.66751 -2.97836 -1.46686 0.00
H -1.65283 -3.07201 -3.45959 0.00
H -1.89137 -3.27237 -1.73971 -0.01
H -1.86518 -5.37705 -2.97312 0.00
H -0.46624 -5.42860 -1.92636 0.00
H -0.44629 -4.88980 -4.93159 0.00
H 0.25400 -6.21409 -3.98465 0.00
H 2.12459 -4.53120 -4.51589 0.00
H 1.86432 -4.76734 -2.84904 0.00
H 0.42229 -2.52454 -4.45865 0.00
H 2.01758 -2.35733 -3.59531 0.00
H 4.61679 -0.66428 1.14109 0.00
H 5.20559 -1.69680 3.17167 0.00
H 3.61285 -1.83583 5.04640 0.00
H 1.34189 -0.77419 4.79327 0.00
H -1.89714 1.21107 3.42337 0.01
H -1.37295 -1.77087 3.04525 0.01
H -2.48747 -0.63321 2.11840 -0.04
H -3.82746 -2.09170 3.58240 0.00
H -3.89345 -0.39696 4.15340 0.00
H -2.44284 -2.90421 5.27655 0.00
H -3.36965 -1.65404 6.14343 0.00
H -0.47081 -1.78546 5.37041 0.00
H -1.09932 -1.07950 6.76529 0.00
H -0.10882 0.58471 5.45682 0.00
H -1.78256 0.96891 5.62548 0.00
H 0.10878 2.40698 4.14384 0.00
H 2.63858 2.41708 2.47614 0.00
H 2.30158 2.16941 4.13193 0.00
H 2.71593 4.73725 2.52412 0.00
H 3.19984 4.30118 4.19072 0.00
H 1.44092 6.11147 4.15122 0.00
H 0.94867 4.71564 5.02375 0.00
H -0.08964 5.77679 2.35259 0.00
H -0.91969 5.16879 3.82905 0.00
H 0.35903 3.81581 1.46942 0.00
H -1.24747 3.42426 2.10487 -0.01
N 0.33560 -4.14071 1.02257 0.01
C -1.03371 -4.30159 0.94933 0.00
C -1.56259 -3.07930 0.78985 0.05
N -0.51738 -2.14867 0.81847 -0.18
C 0.59677 -2.82694 0.89896 0.09
H 0.99919 -4.92710 1.06067 0.00
H -1.55620 -5.23301 1.00272 0.00
H -2.60862 -2.73224 0.61431 -0.01
H 1.56710 -2.34293 1.05247 -0.02
C -1.14511 5.12182 -0.72261 0.00
N -1.14330 3.86107 -1.45620 0.00
C -0.74274 3.95088 -2.87752 0.00
C -1.13109 2.73894 -0.84122 0.11
N -1.08372 1.70320 -0.34597 -0.10
H -1.57493 4.99592 0.31658 0.00
H -1.83416 5.86505 -1.20007 0.00
H -0.13768 5.52066 -0.72875 0.00
H 0.32522 4.05542 -2.90166 0.00
H -1.19761 4.89184 -3.19895 0.00
H -1.13882 3.05816 -3.39508 0.00